C4H7NO in the gas phase in a non-equilibrium geometry, computed with the ωB97M-V functional and the def2-TZVPD basis.

Computed properties:
calculated total energy	-286.57129	a.u.
SMILES string	O=C1CCCN1
highest occupied orbital energy	-0.341	Ha

CARTESIAN COORDINATES (ANGSTROEM)
1 O -1.0136 -2.0933 -0.5388
2 C -0.7957 -0.9144 -0.3704
3 C 0.0190 0.0046 -1.2363
4 C 0.5570 1.0095 -0.2101
5 C 0.4638 0.1755 1.0640
6 N -1.1147 -0.3977 0.8380
7 H 0.8117 -0.6054 -1.6783
8 H -0.5902 0.4442 -2.0275
9 H 1.5650 1.3752 -0.4388
10 H -0.1176 1.8621 -0.1155
11 H 1.3848 -0.4464 1.2018
12 H 0.2024 0.6788 1.9738
13 H -1.5165 -1.1346 1.4448

Charges computed using Mulliken, reported in e: -0.637, 0.458, -0.446, -0.335, -0.582, -0.445, 0.252, 0.286, 0.322, 0.243, 0.263, 0.334, 0.286